Entry 1:
# C20H25F4Si

2 unconnected molecules or ions with the total composition C20H25F4Si in a non-equilibrium geometry (ωB97M-V with the def2-TZVPD basis set, OMol25).

Output
- E_HOMO: -11.784 eV
- Multiplicity: 1
- Total charge: +1
- Total energy: -1465.7680 hartree
- Molecular weight: 369.50 g mol⁻¹
- HOMO-LUMO gap: 5.59 eV
- LUMO energy: -0.2277 hartree
- Max |F|: 3.3 eV/Å

Geometry (Å):
C 1.971 1.705 3.516
C 1.359 0.455 2.888
C 1.786 0.414 1.415
C 1.864 -0.792 3.607
C -0.175 0.596 3.001
Si -1.266 -0.781 2.276
C -1.016 -2.531 2.921
C -3.087 -0.331 2.162
H -0.073 -0.874 -1.557
H 1.664 1.813 4.562
H 3.064 1.643 3.469
H 1.647 2.594 2.965
H 1.420 -0.456 0.848
H 1.422 1.305 0.889
H 2.884 0.414 1.346
H 1.637 -1.725 3.074
H 2.954 -0.709 3.699
H 1.445 -0.864 4.619
H -0.490 0.690 4.057
H -0.463 1.536 2.507
H -1.081 -2.525 4.020
H -1.821 -3.174 2.520
H -0.049 -2.953 2.635
H -3.463 -0.232 3.192
H -3.233 0.618 1.639
H -3.639 -1.148 1.671
F -4.268 1.466 -3.113
C -3.435 0.396 -3.355
C -4.018 -0.740 -3.900
C -3.191 -1.842 -4.030
F -3.756 -3.020 -4.464
C -1.845 -1.800 -3.689
C -1.284 -0.624 -3.152
C 0.117 -0.740 -2.621
C 1.158 0.327 -2.549
C 2.495 -0.129 -2.465
C 3.474 0.806 -2.136
F 4.761 0.393 -1.886
C 3.221 2.168 -1.913
C 1.903 2.545 -1.982
F 1.584 3.855 -1.725
C 0.858 1.677 -2.271
C -2.100 0.496 -2.965
H -5.088 -0.802 -4.085
H -1.216 -2.684 -3.743
H 0.547 -1.682 -3.023
H 2.733 -1.200 -2.587
H 3.976 2.905 -1.619
H -0.128 2.131 -2.200
H -1.761 1.409 -2.470


Entry 2:
# C20H25IrN6O4S2Se3

A molecular structure, C20H25IrN6O4S2Se3 (ωB97M-V with the def2-TZVPD basis set, OMol25).

Output
- E_HOMO (alpha / beta): -13.331 / -14.429 eV
- Multiplicity: 5
- Total charge: +2
- Total energy: -9510.8653 hartree
- Molecular weight: 906.69 g mol⁻¹
- HOMO-LUMO gap (alpha / beta): 6.26 / 7.30 eV
- LUMO energy (alpha / beta): -0.2599 / -0.2621 hartree
- Energy above the lowest of the compared OMol25 structures with the same formula, charge and spin: 0.845 eV
- Max |F|: 0.7 eV/Å

Geometry (Å):
Ir -0.255 -0.409 -0.047
C 4.012 -0.607 0.252
Se 2.427 -1.516 0.910
C 2.407 -3.023 -0.303
C 2.447 -2.555 -1.733
Se 1.079 -1.225 -2.170
C -0.238 -2.435 -2.943
H 4.830 -1.323 0.204
H 4.255 0.160 0.983
H 3.844 -0.143 -0.716
H 1.490 -3.565 -0.074
H 3.251 -3.681 -0.095
H 2.326 -3.381 -2.435
H 3.387 -2.063 -1.971
H 0.194 -2.883 -3.833
H -1.098 -1.832 -3.224
H -0.527 -3.197 -2.225
Se 1.205 2.539 2.685
N 0.829 1.780 4.233
C 0.353 0.576 3.979
C -0.113 -0.394 4.920
C -0.626 -1.547 4.422
C -0.697 -1.776 3.010
N -0.251 -0.930 2.123
C 0.280 0.233 2.596
N 0.692 1.124 1.717
H -0.055 -0.191 5.981
H -0.998 -2.324 5.074
H -1.145 -2.692 2.643
O -1.640 6.778 -6.623
S -0.956 5.752 -7.381
O 0.241 5.208 -6.831
O -1.215 5.624 -8.772
C -2.462 4.453 -6.537
N -3.599 4.445 -7.144
C -4.447 3.534 -6.660
C -4.099 2.718 -5.586
C -2.846 2.895 -5.018
N -2.006 3.818 -5.516
C -2.319 2.133 -3.856
C -1.040 2.425 -3.386
C -0.533 1.707 -2.323
N -1.227 0.736 -1.708
C -2.463 0.464 -2.146
C -3.037 1.130 -3.212
H -5.419 3.467 -7.133
H -4.808 1.992 -5.218
H -0.447 3.197 -3.855
H 0.461 1.906 -1.944
H -3.001 -0.305 -1.608
H -4.034 0.849 -3.520
C -3.952 1.263 2.737
S -2.594 1.634 1.639
C -3.450 2.731 0.514
O -2.371 0.344 0.863
H -4.775 0.835 2.168
H -4.261 2.179 3.242
H -3.586 0.549 3.473
H -3.739 3.637 1.048
H -4.326 2.225 0.109
H -2.752 2.987 -0.282


Entry 3:
# C20H25N2O11PS

4 unconnected molecules or ions with the total composition C20H25N2O11PS in a non-equilibrium geometry (ωB97M-V with the def2-TZVPD basis set, OMol25).

Output
- E_HOMO: -9.178 eV
- Multiplicity: 1
- Total energy: -2453.8881 hartree
- Molecular weight: 532.46 g mol⁻¹
- HOMO-LUMO gap: 8.01 eV
- LUMO energy: -0.0428 hartree
- Max |F|: 3.9 eV/Å

Geometry (Å):
O -2.544 1.361 -0.403
P -3.155 -0.220 -0.472
O -2.774 -0.961 0.962
S -5.037 -0.149 -0.886
C -2.125 -1.068 -1.796
C -2.773 -1.647 -3.005
N -2.142 -2.250 -4.048
C -0.773 -2.244 -3.816
C 0.105 -2.835 -4.889
C 1.542 -2.902 -4.778
C 2.209 -2.376 -3.542
C 1.402 -1.800 -2.494
C -0.096 -1.718 -2.619
N -0.781 -1.116 -1.578
H -2.177 1.499 -1.301
H -2.281 -0.324 1.528
H -3.892 -1.565 -3.070
H -0.360 -3.224 -5.831
H 2.184 -3.312 -5.590
H 3.315 -2.385 -3.421
H 1.864 -1.392 -1.556
C 1.670 3.986 -0.558
C 0.840 3.772 0.689
C 1.645 3.695 1.953
O 0.801 2.907 2.793
C 0.080 2.102 1.968
O -0.580 1.183 2.342
O 0.206 2.486 0.670
H 1.136 3.636 -1.444
H 1.912 5.042 -0.686
H 2.605 3.430 -0.513
H 0.053 4.530 0.752
H 1.837 4.671 2.399
H 2.594 3.165 1.830
C 6.024 0.829 1.729
C 6.070 1.462 0.355
C 7.247 2.370 0.132
O 6.751 3.260 -0.870
C 5.403 3.329 -0.693
O 4.693 4.125 -1.222
O 4.974 2.364 0.168
H 5.005 0.534 1.985
H 6.668 -0.051 1.771
H 6.356 1.528 2.501
H 6.002 0.690 -0.418
H 8.134 1.843 -0.220
H 7.509 2.963 1.013
C -5.454 -1.414 2.758
C -5.653 -2.888 3.033
C -5.573 -3.757 1.810
O -6.373 -4.879 2.191
C -7.296 -4.413 3.079
O -8.244 -5.030 3.451
O -6.986 -3.151 3.486
H -5.909 -0.808 3.544
H -4.394 -1.173 2.696
H -5.923 -1.117 1.817
H -4.964 -3.222 3.815
H -4.555 -4.067 1.572
H -6.025 -3.301 0.925


Entry 4:
# C20H25N3O

A single C20H25N3O molecule (ωB97M-V with the def2-TZVPD basis set, OMol25).

Output
- E_HOMO: -7.439 eV
- Multiplicity: 1
- Total energy: -1016.6530 hartree
- Molecular weight: 323.44 g mol⁻¹
- HOMO-LUMO gap: 8.15 eV
- LUMO energy: 0.0261 hartree
- Energy above the lowest of the compared OMol25 structures with the same formula, charge and spin: 0.217 eV
- Max |F|: 0.4 eV/Å

Geometry (Å):
C 4.718 -2.223 3.997
C 4.454 -1.973 2.543
C 4.651 -2.980 1.606
C 4.387 -2.766 0.266
C 3.924 -1.534 -0.172
C 3.728 -0.525 0.760
C 3.986 -0.743 2.100
H 3.823 0.054 2.813
H 3.363 0.439 0.431
C 3.632 -1.285 -1.630
N 2.378 -0.566 -1.775
C 1.220 -1.248 -1.482
O 1.226 -2.394 -1.081
N 0.052 -0.550 -1.708
C -1.182 -1.201 -1.300
H -1.018 -2.279 -1.331
C -1.562 -0.759 0.119
N -1.673 0.681 0.222
C -2.876 1.320 -0.067
C -3.021 2.685 0.212
C -4.213 3.339 -0.010
C -5.325 2.668 -0.508
C -5.193 1.313 -0.765
C -3.998 0.649 -0.556
H -3.955 -0.404 -0.787
H -6.038 0.758 -1.149
C -6.617 3.393 -0.738
H -6.459 4.266 -1.369
H -7.346 2.744 -1.217
H -7.032 3.738 0.209
H -4.288 4.393 0.216
H -2.195 3.241 0.630
C -0.428 1.303 -0.173
H -0.503 2.387 -0.116
C -0.050 0.891 -1.610
H 0.883 1.373 -1.895
H -0.841 1.221 -2.295
H 0.358 0.964 0.511
H -2.488 -1.229 0.446
H -0.762 -1.075 0.799
H -1.962 -0.921 -2.014
H 2.342 0.136 -2.495
H 4.422 -0.667 -2.067
H 3.595 -2.244 -2.162
H 4.534 -3.565 -0.445
H 5.011 -3.945 1.932
H 5.611 -2.831 4.129
H 3.880 -2.761 4.441
H 4.845 -1.288 4.537